The following is a DFT calculation (the ωB97M-V functional and the def2-TZVPD basis) of C7H9NS2 in the gas phase at a distorted geometry.

Structure (XYZ):
```
19
Properties=species:S:1:pos:R:3
C -1.90 2.53 0.24
H 1.09 -1.61 1.48
C -0.88 -1.74 -0.31
H 3.63 -1.83 0.80
C 1.08 0.28 0.35
N -0.49 2.27 0.21
C 1.64 -0.88 0.88
S 2.37 1.30 -0.49
C -0.17 0.85 0.33
H -1.34 -2.23 -1.05
H -2.29 2.15 1.21
C 3.02 -0.98 0.50
H 4.48 0.17 -0.57
H -0.89 -2.44 0.48
H -2.45 2.02 -0.59
C 3.52 0.07 -0.19
H 0.14 -1.45 -0.58
H -2.12 3.64 0.19
S -1.62 -0.26 0.38
```

SMILES string: C/N=C(\SC)c1cccs1
Electronic energy in Eh: -1123.1677
Energy above the lowest of the compared OMol25 structures with the same formula, charge and spin in kJ/mol: 105.3
2S+1: 1
Molar mass in g/mol: 171.29

The following is a DFT calculation (the ωB97M-V functional and the def2-TZVPD basis) of 2 unconnected molecules or ions with the total composition C7H9O2P at a distorted geometry.

Structure (XYZ):
```
19
Properties=species:S:1:pos:R:3
H -1.17 1.07 -2.29
H -2.65 1.67 -0.79
H 0.00 -2.14 0.58
H 0.30 -0.97 -1.79
C -1.38 -0.78 1.21
H -2.69 0.55 1.70
H -1.60 -1.05 2.25
O 2.62 -1.11 0.33
C -2.16 0.32 0.86
C -0.38 -0.60 -0.99
C -1.21 0.45 -1.31
C -2.12 0.89 -0.40
C -0.49 -1.32 0.27
H 3.45 1.06 0.39
O 0.32 1.92 0.65
H 1.81 -1.61 0.22
C 1.10 1.07 0.80
P 2.52 0.37 -0.33
H 3.74 0.22 -1.34
```

SMILES string: O=C=[PH2]O.c1ccccc1
Electronic energy in Eh: -763.8393
Energy above the lowest of the compared OMol25 structures with the same formula, charge and spin in kJ/mol: 348.3
2S+1: 1
Molar mass in g/mol: 156.12

The following is a DFT calculation (the ωB97M-V functional and the def2-TZVPD basis) of 2 unconnected molecules or ions with the total composition C7H9OP at a distorted geometry.

Structure (XYZ):
```
18
Properties=species:S:1:pos:R:3
C -0.25 0.26 0.34
H -3.50 -1.14 -1.20
C 0.68 -0.52 0.96
H 1.85 2.41 -1.17
C 2.46 0.77 0.05
C 0.17 1.33 -0.43
P -2.11 0.05 0.40
H -0.57 1.96 -0.91
C 1.53 1.58 -0.57
C -2.42 -1.12 -1.02
H 0.37 -1.41 1.65
H -1.92 -0.72 -1.90
H -2.06 -2.12 -0.80
H 2.75 -0.94 1.33
H 0.22 -2.39 2.39
C 2.04 -0.30 0.83
O -2.76 1.33 0.11
H 3.51 0.98 -0.04
```

Electronic energy in Eh: -688.5916
Energy above the lowest of the compared OMol25 structures with the same formula, charge and spin in kJ/mol: 316.8
2S+1: 1
Molar mass in g/mol: 140.12

The following is a DFT calculation (the ωB97M-V functional and the def2-TZVPD basis) of C7H9PS in the gas phase at a distorted geometry.

Structure (XYZ):
```
18
Properties=species:S:1:pos:R:3
H -2.05 0.85 -0.37
H 0.76 2.70 0.32
P 2.95 1.58 -0.30
C 0.23 0.72 -0.19
H -1.43 -1.41 -0.37
H -1.32 2.00 0.49
C 3.01 -0.22 -0.05
C -1.14 1.00 0.33
C 0.56 -0.69 -0.42
H 1.92 -2.19 -0.26
C -0.39 -1.82 -0.37
H -0.32 -2.56 -1.19
C 1.87 -1.08 -0.28
H -1.45 0.53 1.19
H -0.25 -2.35 0.55
S 4.48 -0.84 0.27
C 1.18 1.72 -0.08
H 3.13 1.86 1.07
```

SMILES string: Cc1c[pH]c(=S)cc1C
Electronic energy in Eh: -1011.5832
Energy above the lowest of the compared OMol25 structures with the same formula, charge and spin in kJ/mol: 134.3
2S+1: 1
Molar mass in g/mol: 156.19

The following is a DFT calculation (the ωB97M-V functional and the def2-TZVPD basis) of 20 unconnected molecules or ions with the total composition C80H110N10O10 at a distorted geometry.

Structure (XYZ):
```
210
Properties=species:S:1:pos:R:3
C 0.53 2.70 7.08
C -4.78 -4.80 -0.21
C 2.21 -0.23 -4.55
H -1.99 -7.54 -3.63
C 4.48 3.28 -3.94
C 4.71 2.84 0.61
C 1.12 -0.82 -0.42
H 6.97 -1.25 -0.65
H 5.34 -1.45 1.22
H -0.50 1.67 -3.49
H -2.37 3.23 1.95
H 5.95 -1.68 -3.46
C -2.63 3.70 4.10
C 1.26 0.53 -0.06
C -4.55 -5.01 4.61
N -0.57 7.43 3.36
H -0.72 0.09 -4.18
C 5.58 2.73 -4.59
C 1.19 0.93 -4.38
O -1.29 4.68 -4.44
C -3.31 -3.58 1.29
H -2.17 3.63 -2.04
O -3.20 4.60 4.64
H -4.64 -1.74 3.00
C 5.57 -2.39 -4.17
N -1.04 0.48 0.61
O 2.60 3.88 0.48
N -5.99 0.63 -2.67
C 3.45 -5.31 0.19
H 3.69 4.26 -2.25
H 4.93 -0.93 -5.51
H 0.16 0.21 -2.61
O -0.13 1.64 7.05
H -4.50 2.01 1.22
H -5.46 -0.47 3.98
H 3.84 -0.06 6.01
C -1.45 -3.00 -3.79
H 5.73 3.20 0.52
C 1.98 -4.66 -1.57
N -0.52 -3.29 -4.74
C 3.30 0.59 5.33
C -3.57 -9.79 -1.64
C -3.78 -3.77 5.00
H 3.95 -2.79 -7.14
N -2.85 -9.70 -0.52
C 6.92 3.74 -2.80
H 4.33 2.38 5.98
O -5.60 -0.32 0.99
H -4.82 -7.07 4.83
C -4.84 4.41 -1.79
H 1.70 -1.07 -5.03
C -2.51 3.67 -1.00
H -2.03 4.91 2.43
C 0.47 6.56 3.50
H -7.01 1.54 -4.32
H 0.60 5.62 0.21
H -1.63 -1.29 -7.25
H 2.48 -6.35 1.80
C 2.37 -5.85 0.85
H -1.66 4.06 -0.43
C -0.25 5.18 -4.00
C 4.44 -3.00 -6.20
O -0.20 -3.43 5.26
C -3.26 -9.02 -2.76
C 0.30 3.85 6.11
H 2.98 0.18 -5.20
H 0.14 2.17 0.69
H 0.96 0.46 3.04
H -3.22 -3.92 5.92
H -1.26 -8.70 0.43
C 3.79 4.07 0.61
C -4.36 -3.60 0.38
H 4.11 -5.05 -6.51
H 0.20 -6.01 0.85
H -3.77 -0.23 3.59
N 5.67 -3.73 -3.78
H -0.38 -3.20 2.12
H 6.77 0.09 -1.74
H -4.98 -2.73 0.24
C 4.94 -2.00 -5.34
C 1.85 2.29 3.68
H -2.17 -1.54 4.62
H -1.48 1.96 4.92
H -0.64 -0.60 4.77
H 2.71 -0.54 -3.63
C -4.02 -6.36 5.04
C 1.40 2.90 8.34
H 1.66 1.92 8.73
H 5.08 -5.64 -4.21
C -5.03 1.68 2.12
H -3.03 -2.68 1.81
H -0.32 3.43 5.32
C 4.52 -4.34 -5.82
H -4.32 -6.88 -0.38
C 0.18 5.12 -2.55
H -3.20 -6.70 4.40
H 0.43 5.73 -5.99
H 1.05 -2.28 2.73
H -2.16 -1.22 0.14
H 1.23 4.17 5.65
C 4.96 -0.57 -0.71
C 0.27 6.04 1.15
H 1.33 2.88 2.94
C -4.75 0.51 -2.13
H 1.82 -4.27 -2.57
C 4.50 -1.28 0.55
H 2.21 1.03 -0.19
C 1.76 0.88 3.64
H -2.11 8.17 2.27
H -5.71 -4.83 -0.76
H 4.51 2.13 -0.19
H -1.31 -3.54 -2.87
H 4.57 5.73 1.77
H 1.70 5.32 -4.79
H -3.29 -0.62 -5.45
C -1.16 -1.40 4.25
H 7.83 3.98 -2.28
N -2.57 -4.70 1.54
H -2.98 -1.69 -3.20
C -1.21 7.56 2.22
H -1.41 6.91 0.18
C 0.77 5.86 -4.97
C -0.58 -2.66 -5.94
H 3.20 3.83 4.31
H -2.81 1.89 -4.53
H -4.42 -10.44 -1.60
H 5.50 2.18 -5.52
H -4.92 2.22 -5.51
H 0.77 3.43 9.05
C 1.08 -5.66 0.36
H 0.93 6.93 -4.87
H 4.06 -2.23 0.26
C -0.03 0.68 -3.57
C -3.71 4.49 -0.74
O -5.68 -4.90 4.11
C -2.90 -5.84 0.88
N 0.89 -5.18 -0.96
C 4.61 3.90 -2.69
C -3.64 0.98 -2.78
C -1.58 -1.73 -6.27
H -0.18 4.67 6.64
C -6.06 1.32 -3.87
H -4.51 -2.96 5.06
H 0.12 -3.03 -6.67
C -4.94 1.77 -4.53
H 6.82 0.44 -0.06
H -4.56 1.98 3.06
H -3.90 -9.04 -3.63
C 6.88 3.01 -4.01
O 1.38 2.06 -4.79
O 4.20 -0.28 -1.61
C 3.59 1.96 5.31
C 0.34 -3.07 2.93
C -2.52 -1.35 -5.28
C -3.67 1.54 -3.99
H 2.20 3.62 8.19
H -0.68 5.63 -2.12
C -4.03 -5.95 0.09
H 4.11 -4.28 -1.57
C -1.49 -8.03 -1.55
C 5.09 -4.63 -4.58
N 2.44 0.05 4.47
H -0.89 3.62 2.81
H -4.76 -0.03 -1.19
H -2.92 1.58 4.01
H -3.17 -3.56 4.12
C -0.10 -1.53 -0.29
H 1.80 5.18 2.46
H 1.12 5.63 -2.32
H 2.02 -1.36 -0.66
H 5.27 5.56 0.27
C -2.51 2.28 4.74
H -2.67 0.84 -2.33
C -1.94 3.87 2.72
C 4.29 5.51 0.74
C -2.25 -8.08 -2.72
H 4.48 -5.42 0.52
C -0.35 -2.72 4.24
H 7.76 2.62 -4.50
O -3.79 5.33 0.16
H 3.73 -0.67 1.03
H -4.47 4.67 -2.78
C -4.70 -0.67 3.23
H 4.51 2.35 1.56
C 0.95 5.85 2.37
H -5.72 5.04 -1.60
H -3.68 -6.22 6.06
C -0.85 6.87 1.10
H -0.19 -2.56 -0.59
C 0.13 1.12 0.43
C 6.45 -0.29 -0.77
H -2.30 -6.72 1.03
H -1.17 -1.03 3.22
H 3.49 3.26 -4.38
N 5.83 4.17 -2.09
C -5.15 0.16 2.01
H -3.11 2.22 5.65
C 2.95 2.78 4.37
C -1.17 -0.80 0.19
C -2.35 -1.96 -4.03
C 3.24 -4.69 -1.07
H -6.01 2.14 2.15
H -2.64 2.67 -0.60
H -0.66 -7.34 -1.48
H 3.54 6.22 0.38
C -1.81 -8.80 -0.49
H 0.20 4.10 -2.18
H 1.05 6.55 4.41
H -5.20 3.38 -1.80
H 0.95 -3.97 3.02
```

Electronic energy in Eh: -4414.1796
2S+1: 1
Molar mass in g/mol: 1371.82